Below is 3 unconnected molecules or ions with the total composition C19H45BrO5Si, with properties calculated with ωB97M-V/def2-TZVPD.

Geometry as XYZ:
```
71
Properties=species:S:1:pos:R:3:forces:R:3
C 1.57969 0.05061 1.53123 0.59 -0.45 -0.56
C 0.49783 -0.48638 0.42242 -0.62 -0.06 0.54
C -1.02028 -0.76953 1.05442 2.04 -1.37 0.24
Br -1.85300 0.89191 1.79285 0.59 -0.87 -0.32
Si -2.03466 -1.63817 -0.33920 -0.61 0.16 0.07
C -3.01705 -0.44546 -1.49014 -0.82 0.22 -1.03
C -4.32646 0.26307 -0.80285 -0.71 0.83 -1.13
C -3.09466 -3.02900 0.48162 -1.64 -0.31 0.04
C -3.27539 -4.38302 -0.43614 -0.07 -1.12 0.90
C -1.88160 -4.96695 -1.07785 0.04 -1.06 -0.62
C -1.75896 -4.62755 -2.69880 0.27 0.29 -0.11
C -0.22546 -4.15760 -3.14185 -0.77 -1.21 -0.04
O -0.33170 -2.88315 -3.86883 1.85 -0.09 2.07
C 0.69717 -1.91462 -3.46002 1.20 1.03 -0.66
H 2.33581 0.76559 0.96806 -1.50 -1.36 1.36
H 2.20898 -0.88733 1.91583 -1.42 2.14 -0.69
H 1.10034 0.60025 2.45543 0.86 -1.10 -2.03
H 0.34519 0.25608 -0.47358 0.38 -1.33 1.81
H 0.87859 -1.51357 -0.02683 -0.83 2.12 0.92
H -0.93818 -1.56208 1.94321 -0.08 1.98 -1.70
H -1.03446 -2.31181 -1.20719 0.03 0.13 0.16
H -3.43643 -1.11727 -2.38362 0.93 1.30 1.84
H -2.27965 0.32626 -2.02424 -1.64 -1.45 1.33
H -4.97013 0.71270 -1.70223 1.26 -0.93 1.99
H -4.09204 1.16741 -0.09738 -0.23 -1.96 -1.31
H -5.03573 -0.48625 -0.24763 1.55 1.30 -1.00
H -4.18892 -2.57429 0.60805 2.22 -0.98 0.02
H -2.69601 -3.28309 1.56414 -0.77 0.37 -2.25
H -4.11517 -4.27476 -1.27533 1.98 -0.01 1.77
H -3.67527 -5.22851 0.30553 0.72 1.83 -1.63
H -1.88200 -6.15613 -0.99351 -0.08 2.55 -0.03
H -0.90938 -4.62032 -0.48221 -2.22 -0.49 -1.29
H -2.09973 -5.53687 -3.38082 0.70 1.81 1.65
H -2.49814 -3.74816 -2.93828 1.60 -1.55 0.36
H 0.28368 -4.95663 -3.86512 -1.15 1.63 1.50
H 0.42248 -4.12385 -2.16802 -1.11 0.36 -1.84
H 0.26805 -0.96559 -2.90391 0.48 -2.00 -1.11
H 1.54608 -2.35266 -2.77641 -1.79 0.53 -1.25
H 1.25001 -1.52562 -4.44389 -1.27 -0.81 2.06
C 4.49536 2.33740 7.44161 -0.04 0.20 0.02
O 4.11062 3.21758 6.39083 0.01 -0.52 -0.12
C 4.18385 2.59263 5.10614 -0.50 0.41 0.09
C 2.79947 2.14395 4.62525 0.39 -0.46 0.22
O 2.27344 1.10129 5.45378 0.05 0.53 0.02
C 1.32086 1.58646 6.39298 -0.03 -0.24 -0.07
H 4.16484 2.77056 8.38961 0.05 0.05 -0.18
H 4.04211 1.34714 7.33697 0.03 0.07 -0.06
H 5.58509 2.24296 7.45994 0.03 -0.11 0.06
H 4.88800 1.75248 5.12001 -0.15 0.00 0.03
H 4.57057 3.34153 4.40762 -0.01 -0.03 0.00
H 2.89401 1.73296 3.61601 0.03 0.02 -0.01
H 2.10465 2.99082 4.57651 0.12 -0.03 0.10
H 0.36994 1.77663 5.88542 -0.04 0.09 0.08
H 1.66086 2.49526 6.89314 0.04 0.03 -0.06
H 1.16460 0.81471 7.15029 0.05 0.00 -0.15
C 1.01563 2.38480 -2.11398 -0.13 -0.09 0.00
O -0.34750 2.36780 -2.52439 0.31 0.32 -0.14
C -0.79496 3.65080 -2.97166 -0.27 -0.46 -0.34
C -0.80696 3.73418 -4.50201 0.49 0.29 0.28
O 0.51874 3.65799 -5.03776 -0.35 -0.37 0.21
C 0.82654 2.36079 -5.53519 0.12 0.21 -0.10
H 1.36619 1.35125 -2.04714 -0.11 0.10 -0.03
H 1.65323 2.92126 -2.82298 -0.10 -0.01 0.02
H 1.09496 2.84688 -1.12557 0.11 0.03 0.03
H -0.18363 4.45077 -2.53785 0.02 -0.09 -0.12
H -1.81925 3.77748 -2.60682 0.02 0.01 -0.01
H -1.21585 4.70453 -4.79805 -0.02 0.00 0.03
H -1.44742 2.95653 -4.93492 0.09 -0.01 0.13
H 0.33741 2.21404 -6.50329 -0.01 -0.14 0.01
H 0.52317 1.57164 -4.84461 -0.07 0.02 0.03
H 1.90795 2.29728 -5.67678 -0.10 0.12 0.00
```
Positions in Å, forces in eV/Å.

Summary:
**Molar mass**: 461.55 g mol⁻¹
**LUMO energy**: 0.6163 eV
**Total energy**: -108582.9807 eV
**Gap between HOMO and LUMO**: 9.86 eV